Record 1
15
Properties=species:S:1:pos:R:3 method="wB97M-V/def2-TZVPD" homo_energy_ev="-14.65 / -14.65" total_charge=+2 orbital_gap_ev="4.70 / 4.70" lumo_energy_ev="-9.95 / -9.95"
O -1.09 1.27 -0.68
C -2.15 0.64 -0.85
C -2.21 -0.70 -0.32
Cu -3.20 2.10 0.99
Mg 1.15 -0.05 0.18
H -2.93 0.95 -1.55
H -2.11 -0.78 0.75
H -2.96 -1.34 -0.76
C 2.07 -2.14 0.17
C 0.59 -2.06 0.36
O 2.81 -1.13 0.67
H 2.63 -2.88 -0.39
H 0.42 -1.83 1.40
H -0.26 -2.69 0.08
H 2.44 -0.69 1.43

---

Record 2
76
Properties=species:S:1:pos:R:3 method="wB97M-V/def2-TZVPD" smiles="O=NOCN1c2ccccc2Sc2ccccc21.COCCNCCOC.COCCNCCOC" homo_energy_ev=-8.18 orbital_gap_ev=8.20 lumo_energy_ev=0.01
O -3.85 5.89 4.40
N -3.40 5.79 3.34
O -3.02 4.43 3.06
C -1.60 4.41 2.90
N -0.97 3.96 4.13
C -1.18 2.56 4.39
C -2.22 2.20 5.24
C -2.44 0.87 5.54
C -1.61 -0.11 5.00
C -0.57 0.23 4.14
C -0.37 1.57 3.85
S 0.95 2.09 2.78
C 1.42 3.58 3.63
C 2.76 3.95 3.73
C 3.09 5.12 4.40
C 2.08 5.89 4.95
C 0.74 5.52 4.86
C 0.41 4.34 4.20
H -1.36 3.82 2.02
H -1.27 5.43 2.72
H -2.87 2.96 5.66
H -3.23 0.58 6.21
H -1.75 -1.16 5.23
H 0.09 -0.51 3.71
H 3.50 3.29 3.29
H 4.13 5.39 4.48
H 2.31 6.80 5.48
H -0.05 6.12 5.28
C -2.98 -5.58 0.03
O -1.96 -5.13 -0.83
C -2.32 -4.03 -1.65
C -1.61 -2.76 -1.23
N -2.09 -2.27 0.06
C -1.28 -1.21 0.65
C 0.18 -1.53 0.99
O 0.35 -2.44 2.06
C 0.26 -3.81 1.71
H -2.66 -6.53 0.46
H -3.17 -4.88 0.85
H -3.92 -5.75 -0.52
H -3.41 -3.88 -1.67
H -2.00 -4.27 -2.67
H -1.77 -1.99 -1.99
H -0.54 -2.98 -1.20
H -2.14 -3.04 0.71
H -1.77 -0.91 1.57
H -1.30 -0.35 -0.02
H 0.63 -0.59 1.33
H 0.76 -1.84 0.11
H 0.64 -4.00 0.70
H -0.76 -4.18 1.79
H 0.87 -4.37 2.42
C 0.96 1.52 -6.69
O 1.89 0.49 -6.95
C 3.12 0.61 -6.24
C 3.24 -0.46 -5.17
N 2.31 -0.23 -4.07
C 2.18 -1.34 -3.13
C 1.67 -2.68 -3.65
O 0.31 -2.67 -4.05
C 0.05 -2.20 -5.36
H 0.16 1.44 -7.42
H 0.52 1.44 -5.69
H 1.43 2.51 -6.79
H 3.24 1.61 -5.81
H 3.92 0.45 -6.96
H 4.26 -0.45 -4.77
H 3.08 -1.43 -5.65
H 1.40 -0.03 -4.46
H 1.50 -1.01 -2.35
H 3.15 -1.50 -2.66
H 1.73 -3.39 -2.82
H 2.30 -3.09 -4.45
H 0.87 -2.45 -6.05
H -0.13 -1.13 -5.37
H -0.86 -2.69 -5.71

---

Record 3
2
Properties=species:S:1:pos:R:3 method="wB97M-V/def2-TZVPD" homo_energy_ev=-13.00 total_charge=+1 orbital_gap_ev=7.14 lumo_energy_ev=-5.85
Sr -0.58 -0.42 1.24
I 0.58 0.42 -1.24

---

Record 4
15
Properties=species:S:1:pos:R:3 method="wB97M-V/def2-TZVPD" homo_energy_ev="-4.65 / -4.62" total_charge=-1 orbital_gap_ev="8.19 / 8.27" lumo_energy_ev="3.54 / 3.65"
C -1.66 0.09 0.17
C 1.31 -0.78 0.98
C 1.38 0.66 -1.17
C 0.85 0.43 0.21
N -2.43 0.80 -0.63
N -2.22 -0.96 0.74
N -3.58 0.15 -0.53
N -3.46 -0.88 0.27
F 1.01 1.57 1.00
H 1.20 -1.67 0.36
H 0.70 -0.90 1.87
H 2.37 -0.69 1.29
H 2.47 0.77 -1.17
H 0.95 1.58 -1.57
H 1.10 -0.17 -1.81

---

Record 5
7
Properties=species:S:1:pos:R:3 method="wB97M-V/def2-TZVPD" smiles="N#COOC(=O)[O-]" homo_energy_ev=-5.66 total_charge=-1 orbital_gap_ev=9.85 lumo_energy_ev=4.19
N 1.91 -0.94 0.43
C 1.21 -0.70 -0.44
O 0.42 -0.36 -1.38
O -0.31 0.77 -0.91
C -0.95 0.45 0.53
O -1.25 1.51 1.02
O -1.02 -0.72 0.76

---

Record 6
7
Properties=species:S:1:pos:R:3 method="wB97M-V/def2-TZVPD" homo_energy_ev="-9.91 / -15.67" total_charge=+1 spin_multiplicity=8 orbital_gap_ev="3.41 / 9.20" lumo_energy_ev="-6.50 / -6.46"
H -0.55 -2.34 0.08
C -1.37 -1.40 0.04
C -0.58 -0.22 -0.04
O 0.68 -0.21 -0.06
O -2.59 -1.49 0.02
F -1.20 0.95 0.09
Sm 2.69 -1.48 0.04

---

Record 7
22
Properties=species:S:1:pos:R:3 method="wB97M-V/def2-TZVPD" homo_energy_ev="-12.30 / -12.12" total_charge=+1 spin_multiplicity=2 orbital_gap_ev="9.11 / 3.79" lumo_energy_ev="-3.19 / -8.33"
C -0.50 -0.38 -2.06
C -1.18 0.09 -0.78
S -1.12 1.88 -0.62
C -2.03 2.11 0.91
H -0.32 -1.45 -2.05
H 0.47 0.10 -2.17
H -1.11 -0.15 -2.93
H -0.70 -0.32 0.11
H -2.24 -0.18 -0.76
H -3.03 1.71 0.76
H -1.53 1.58 1.72
H -2.08 3.17 1.12
C 1.20 -2.78 0.44
C 1.55 -1.54 0.75
O 2.04 -0.71 -0.22
C 1.48 -0.95 2.13
H 0.81 -3.44 1.20
H 1.34 -3.19 -0.55
H 2.12 0.18 0.14
H 1.03 -1.66 2.81
H 2.47 -0.66 2.49
H 0.86 -0.04 2.12

---

Record 8
99
Properties=species:S:1:pos:R:3 method="wB97M-V/def2-TZVPD" homo_energy_ev="-9.81 / -10.00" total_charge=+1 spin_multiplicity=6 orbital_gap_ev="7.76 / 7.73" lumo_energy_ev="-2.05 / -2.26"
Mn -1.31 -0.76 -0.80
N -3.36 0.56 -0.82
N -4.35 0.25 -1.75
C -4.15 -0.71 -2.67
N -5.15 -0.93 -3.52
S -2.72 -1.61 -2.79
H -3.72 0.43 0.12
H -3.01 1.51 -0.93
H -5.21 0.77 -1.75
H -6.02 -0.43 -3.49
H -5.04 -1.66 -4.21
C 1.53 3.10 4.54
C 0.89 2.53 3.31
C 0.42 3.35 2.28
C -0.18 2.83 1.16
C -0.75 3.67 0.06
O -1.96 3.72 -0.11
C 0.19 4.41 -0.83
C 1.57 4.28 -0.71
C 2.41 4.93 -1.61
C 1.87 5.71 -2.62
C 0.49 5.85 -2.74
C -0.35 5.20 -1.85
C -0.34 1.43 1.00
O -0.89 1.03 -0.11
C 0.11 0.57 2.04
C 0.72 1.16 3.16
C -0.04 -0.89 2.01
N -0.58 -1.57 1.04
C -0.63 -3.03 1.18
C -1.65 -3.65 0.24
Te -3.63 -2.86 0.51
C -3.59 -2.91 2.62
C -3.27 -4.08 3.30
C -3.27 -4.09 4.69
C -3.63 -2.96 5.40
C -3.97 -1.80 4.72
C -3.94 -1.77 3.33
C 0.48 -1.63 3.20
C -0.35 -1.85 4.30
C 0.13 -2.56 5.39
C 1.43 -3.05 5.39
C 2.25 -2.83 4.30
C 1.78 -2.13 3.20
H 1.89 4.12 4.36
H 2.38 2.50 4.87
H 0.82 3.15 5.37
H 0.54 4.43 2.37
H 1.99 3.67 0.08
H 3.48 4.83 -1.51
H 2.53 6.22 -3.32
H 0.07 6.46 -3.53
H -1.42 5.29 -1.93
H 1.08 0.52 3.95
H -0.86 -3.32 2.21
H 0.35 -3.45 0.95
H -1.68 -4.73 0.37
H -1.41 -3.46 -0.81
H -3.02 -4.98 2.76
H -3.01 -5.00 5.21
H -3.65 -2.98 6.48
H -4.25 -0.91 5.27
H -4.18 -0.85 2.81
H -1.36 -1.47 4.29
H -0.52 -2.73 6.24
H 1.80 -3.60 6.24
H 3.26 -3.21 4.30
H 2.43 -1.95 2.35
C 3.53 -1.94 -3.80
C 2.11 -2.25 -3.34
C 1.25 -2.85 -4.44
Sb 1.01 -0.59 -2.48
C 2.44 0.56 -1.33
C 3.49 1.34 -2.11
C 3.05 -0.38 -0.30
C 0.49 0.69 -4.15
C 1.53 0.82 -5.25
C 0.08 2.04 -3.57
H 3.98 -2.84 -4.22
H 4.16 -1.60 -2.98
H 3.54 -1.17 -4.58
H 2.16 -2.96 -2.51
H 1.14 -2.16 -5.29
H 0.25 -3.11 -4.09
H 1.71 -3.76 -4.83
H 1.78 1.27 -0.82
H 4.12 0.70 -2.72
H 4.14 1.87 -1.41
H 3.03 2.09 -2.76
H 3.69 -1.13 -0.76
H 2.28 -0.90 0.28
H 3.67 0.19 0.41
H -0.40 0.20 -4.56
H 2.47 1.23 -4.88
H 1.17 1.50 -6.03
H 1.75 -0.13 -5.73
H 0.92 2.57 -3.13
H -0.67 1.93 -2.78
H -0.35 2.68 -4.35

---

Record 9
24
Properties=species:S:1:pos:R:3 method="wB97M-V/def2-TZVPD" homo_energy_ev=-13.71 total_charge=+1 orbital_gap_ev=8.23 lumo_energy_ev=-5.48
C -2.48 0.20 -0.87
C -2.43 -1.06 -1.83
C -1.47 -2.12 -1.40
C 0.77 -2.64 -0.89
N -0.17 -1.71 -1.06
H -3.15 1.03 -1.27
H -1.50 0.50 -0.91
H -2.78 -0.02 0.16
H -2.28 -0.86 -2.97
H -3.50 -1.41 -1.82
H -1.68 -2.93 -2.15
H -1.98 -2.57 -0.38
H 0.51 -3.75 -0.98
H 1.71 -2.26 -0.94
H 0.12 -0.77 -1.15
H 4.83 2.02 3.03
H 3.62 2.27 2.09
O 4.45 1.79 2.24
H 0.64 2.69 4.63
H 0.84 4.14 3.82
O 0.81 3.14 3.77
H 2.34 1.33 0.12
H 1.33 1.91 -0.94
O 1.44 1.08 -0.30

---

Record 10
9
Properties=species:S:1:pos:R:3 method="wB97M-V/def2-TZVPD" smiles="COP(F)(F)=S" homo_energy_ev=-10.71 orbital_gap_ev=10.11 lumo_energy_ev=-0.60
C -1.31 -0.20 0.19
O 0.00 -0.81 0.24
P 1.32 -0.07 -0.22
F 1.02 0.34 -1.76
F 0.71 1.81 0.31
S 3.05 -0.76 0.41
H -1.53 -0.32 1.25
H -2.09 -0.83 -0.42
H -1.18 0.83 0.00

---

Record 11
14
Properties=species:S:1:pos:R:3 method="wB97M-V/def2-TZVPD" homo_energy_ev=-2.62 total_charge=-1 orbital_gap_ev=6.70 lumo_energy_ev=4.08
C 2.47 -0.32 1.26
O 1.54 -0.90 0.37
H 2.27 -0.56 2.32
H 2.59 0.76 1.13
H 3.49 -0.69 1.07
C -1.58 0.63 -1.56
C -1.71 -0.23 -0.31
S -1.20 0.72 1.21
H -2.50 1.23 -1.72
H -0.79 1.37 -1.40
H -1.32 0.11 -2.49
H -1.20 -1.18 -0.52
H -2.76 -0.44 -0.07
H 0.70 -0.50 0.70

---

Record 12
82
Properties=species:S:1:pos:R:3 method="wB97M-V/def2-TZVPD" homo_energy_ev=-7.54 orbital_gap_ev=7.36 lumo_energy_ev=-0.19
O 0.42 2.81 1.74
S 1.83 2.91 1.51
O 2.36 4.20 1.15
C 2.29 1.76 0.21
C 1.12 0.92 -0.26
C 0.57 -0.12 0.44
P 1.17 -0.68 2.05
O 1.53 -2.11 1.99
O 0.05 -0.41 3.14
O 2.41 0.17 2.57
C -0.56 -0.85 -0.14
C -1.16 -2.00 0.65
C -2.61 -2.36 0.33
C -3.59 -1.70 1.23
F -4.85 -2.24 1.20
C -3.38 -0.68 2.11
F -3.15 0.58 1.79
F -3.43 -0.83 3.44
C -1.05 -0.53 -1.36
C -0.50 0.56 -2.09
N -0.90 1.02 -3.28
S 0.06 2.28 -3.60
N 1.00 2.28 -2.32
C 0.59 1.28 -1.53
H 2.47 2.51 2.63
H 2.61 2.39 -0.61
H 3.14 1.14 0.48
H 0.02 -1.21 3.69
H 3.23 0.04 2.04
H -0.55 -2.90 0.51
H -1.12 -1.79 1.71
H -2.89 -2.19 -0.71
H -2.74 -3.43 0.50
H -1.86 -1.06 -1.84
C 2.44 5.22 -3.01
O 1.77 5.26 -4.03
N 2.88 6.31 -2.36
C 3.67 6.21 -1.15
C 2.56 7.62 -2.89
H 2.73 4.27 -2.53
H 3.16 6.71 -0.32
H 4.65 6.69 -1.30
H 3.83 5.17 -0.88
H 1.47 7.74 -2.93
H 2.95 7.72 -3.90
H 2.98 8.39 -2.25
C -3.80 -3.45 4.48
O -2.84 -3.93 3.90
N -4.54 -4.10 5.40
C -5.66 -3.48 6.06
C -4.20 -5.48 5.72
H -4.13 -2.42 4.31
H -5.50 -3.46 7.14
H -6.58 -4.03 5.85
H -5.78 -2.46 5.71
H -3.18 -5.53 6.10
H -4.25 -6.10 4.82
H -4.89 -5.86 6.46
C -3.20 -2.28 -4.27
O -2.97 -1.95 -3.12
N -4.38 -2.09 -4.89
C -4.61 -2.50 -6.26
C -5.46 -1.46 -4.14
H -2.45 -2.76 -4.91
H -4.88 -1.63 -6.86
H -5.42 -3.23 -6.30
H -3.71 -2.95 -6.67
H -5.15 -0.46 -3.82
H -5.69 -2.05 -3.25
H -6.34 -1.38 -4.77
C 5.88 -0.16 1.27
O 4.72 0.22 1.16
N 6.75 -0.18 0.26
C 8.12 -0.62 0.42
C 6.30 0.26 -1.06
H 6.30 -0.50 2.22
H 8.81 0.18 0.16
H 8.31 -1.48 -0.22
H 8.29 -0.92 1.46
H 5.96 1.30 -1.01
H 5.47 -0.35 -1.39
H 7.12 0.18 -1.77

---

Record 13
56
Properties=species:S:1:pos:R:3 method="wB97M-V/def2-TZVPD" homo_energy_ev=-4.53 total_charge=-1 orbital_gap_ev=6.62 lumo_energy_ev=2.09
S -5.78 6.13 -3.96
P -4.55 4.62 -4.15
In -4.78 3.04 -2.13
Cl -2.51 3.04 -1.06
H -4.82 3.86 -5.34
H -3.19 5.05 -4.26
H -6.03 3.74 -1.05
H -5.25 1.37 -2.66
C -1.81 2.19 2.28
C -0.98 1.28 3.18
C -1.43 1.31 4.64
C -1.31 2.69 5.20
N -1.21 3.76 5.63
H -1.73 3.24 2.58
H -1.47 2.12 1.25
H -2.87 1.91 2.31
H 0.06 1.58 3.11
H -1.05 0.26 2.80
H -0.82 0.63 5.24
H -2.47 0.98 4.73
C 0.71 -3.75 1.28
C 0.38 -2.77 0.16
C 1.41 -1.63 0.05
C 1.45 -0.86 1.34
N 1.49 -0.26 2.33
H 0.70 -3.27 2.26
H -0.03 -4.56 1.30
H 1.70 -4.20 1.13
H -0.61 -2.35 0.34
H 0.34 -3.30 -0.79
H 1.14 -0.96 -0.76
H 2.41 -2.04 -0.15
C -1.48 0.30 -5.62
C -2.50 -0.81 -5.38
C -2.50 -1.32 -3.94
C -1.15 -1.88 -3.60
N -0.11 -2.32 -3.34
H -0.46 -0.05 -5.45
H -1.54 0.65 -6.65
H -1.67 1.15 -4.96
H -2.29 -1.64 -6.07
H -3.50 -0.44 -5.62
H -3.25 -2.11 -3.82
H -2.73 -0.51 -3.25
C 4.60 -1.63 3.53
C 6.05 -1.51 3.06
C 6.24 -0.42 2.00
C 5.42 -0.74 0.79
N 4.78 -0.99 -0.14
H 3.94 -1.93 2.71
H 4.52 -2.39 4.31
H 4.24 -0.69 3.94
H 6.38 -2.47 2.67
H 6.68 -1.27 3.92
H 7.29 -0.36 1.70
H 5.94 0.55 2.39

---

Record 14
28
Properties=species:S:1:pos:R:3 method="wB97M-V/def2-TZVPD" smiles=C[C@@H](N)CNCCS.O.O homo_energy_ev=-9.21 orbital_gap_ev=9.78 lumo_energy_ev=0.58
C 1.82 -0.94 -2.15
C 1.67 -0.97 -0.62
N 2.78 -1.73 0.02
C 1.73 0.45 0.05
N 0.57 1.18 -0.43
C -0.55 0.97 0.49
C -1.85 1.61 -0.03
S -2.59 1.51 -1.65
H 2.07 -1.90 -2.70
H 0.86 -0.64 -2.55
H 2.74 -0.41 -2.40
H 0.82 -1.56 -0.32
H 3.54 -1.11 0.24
H 3.03 -2.59 -0.44
H 2.66 1.01 -0.08
H 1.67 0.22 1.14
H 0.81 2.16 -0.60
H -0.21 1.37 1.49
H -0.75 -0.06 0.75
H -2.60 1.31 0.67
H -1.73 2.66 0.29
H -1.39 1.81 -2.35
O 1.50 -1.47 3.46
H 1.86 -1.62 2.55
H 0.95 -0.69 3.40
O -2.45 -1.57 1.61
H -2.06 -1.90 0.79
H -2.76 -0.66 1.52